(1)
This record from OMol25 describes the ion C7H11N2 with charge +1 in a non-equilibrium geometry. The level of theory is ωB97M-V with the def2-TZVPD basis set.

```
20
Properties=species:S:1:pos:R:3:mulliken_charge:R:1
H 1.3675 -2.4110 -2.3050 0.466
C 1.2482 -0.2907 -2.4736 -0.136
C 0.8527 -1.7523 -0.4461 -0.314
N 1.3628 0.8069 -1.8829 -0.292
H -1.6350 1.3629 1.3867 0.304
H 0.3455 -0.9275 1.5156 0.428
C 1.6972 1.2942 -0.7103 -0.166
C -0.8943 -0.3431 0.0592 -0.441
N 0.4870 -0.7140 0.4870 0.102
H -2.2271 -0.3833 1.8913 0.353
H -0.8526 0.2881 -0.7437 0.368
H -2.9699 0.3225 0.6134 0.393
C 1.4160 0.5353 0.5751 -0.591
H 0.5151 -0.3566 -3.2522 0.347
C -1.9551 0.2946 1.0205 -1.255
C 1.2725 -1.6197 -1.6446 -0.155
H 1.9253 2.3827 -0.6561 0.380
H 1.0868 1.2269 1.2712 0.430
H -1.5303 -1.2752 -0.2327 0.361
H 2.2962 -0.0261 0.9053 0.417
```

Summary:
F_max, eV Å⁻¹: 5.54
Relative energy (zero: lowest compared OMol25 entry of this formula, charge and spin), kJ/mol: 740.63
Total charge: +1
Gap between HOMO and LUMO (alpha / beta), eV: 6.583 / 8.385
HOMO (alpha / beta), eV: -12.38 / -13.66

(2)
This record from OMol25 describes a structure of composition C20H19BrIrN4O5S in a non-equilibrium geometry. The level of theory is ωB97M-V with the def2-TZVPD basis set.

```
51
Properties=species:S:1:pos:R:3:mulliken_charge:R:1
N -6.6313 0.3515 -1.5791 1.012
H 0.1375 2.0378 -3.2521 0.283
H 2.8512 1.3395 5.2588 0.335
S 0.7735 1.9987 0.2535 -0.515
C -0.2197 -2.3492 2.5184 -1.203
C 4.0012 -2.2226 -1.0918 -0.674
H -5.2784 2.6102 -1.9812 0.524
N 0.4018 -0.1920 1.5924 -0.051
C 0.7332 1.2736 -3.7256 -1.097
C 0.7449 -0.4922 3.9240 -1.046
C 4.6959 0.0642 -1.1578 -0.754
C -2.4030 0.8680 -1.5379 0.671
H 0.5473 -2.9998 2.0889 0.256
Ir 0.4279 0.0423 -0.8687 2.033
H -1.0597 -2.3411 1.8280 0.193
C 3.4381 0.4213 -0.7280 -0.049
C 1.7602 1.4087 5.2751 -1.428
C -2.9771 -0.4002 -1.2793 0.603
C -4.3880 -0.5742 -1.3187 -0.783
C -4.6083 1.7811 -1.7960 -0.468
H -4.8422 -1.5429 -1.1516 0.564
H 0.6918 -1.1187 4.8026 0.481
C 1.2182 0.7941 4.0316 0.659
N 1.2187 1.5517 2.9028 0.072
H 4.1829 -3.2792 -1.2258 0.468
H 1.7064 1.6687 -4.0281 0.341
H 1.9906 -2.4960 -0.4376 0.415
H 1.5296 2.5158 2.9550 0.323
H -0.5231 -2.7651 3.4754 0.464
C 0.8159 1.0616 1.7115 0.079
H 0.2395 0.8923 -4.6209 0.382
O -0.9214 -1.4755 -0.7505 -0.773
N 2.4560 -0.4788 -0.4943 -0.041
C 2.7723 -1.7827 -0.6676 -0.176
H 3.2001 1.4578 -0.5482 0.457
H -2.6372 -2.4771 -0.8666 0.450
O -7.2842 1.3637 -1.6934 -0.581
H 5.4406 0.8279 -1.3310 0.470
O -7.0654 -0.7749 -1.4890 -0.585
H -2.8114 2.9307 -1.9732 0.488
C 4.9819 -1.2783 -1.3687 0.061
O -1.1101 1.0558 -1.6323 -0.881
C -2.1678 -1.4973 -0.9780 0.046
C -5.1628 0.5070 -1.5627 -0.371
H 1.4023 0.8768 6.1526 0.395
O 1.5252 -0.9221 -3.0597 -0.414
C 0.3256 -0.9745 2.6806 0.953
Br 6.6383 -1.7992 -2.0053 -0.029
C 1.0046 0.1110 -2.8186 0.775
H 1.4888 2.4613 5.3569 0.423
C -3.2510 1.9605 -1.7888 -0.758
```

Summary:
F_max, eV Å⁻¹: 1.30
⟨S²⟩: 0.756
Total charge: +2
Gap between HOMO and LUMO (alpha / beta), eV: 7.522 / 6.179
Spin multiplicity: 2
HOMO (alpha / beta), eV: -14.48 / -14.45

(3)
This record from OMol25 describes the molecule C14H16N4O3S in a non-equilibrium geometry. The level of theory is ωB97M-V with the def2-TZVPD basis set.

```
38
Properties=species:S:1:pos:R:3:mulliken_charge:R:1
O -0.7789 2.5902 -1.2959 -0.561
N 4.2611 -1.3855 1.1422 -0.740
H -1.2093 -3.5164 0.6334 0.482
H 0.4970 -2.3828 2.0258 0.464
C 2.1818 -0.4183 2.8324 -0.130
C 0.7068 -0.5594 0.7646 1.911
H 4.8660 -1.8172 0.4470 0.279
N 0.6128 -0.0428 -2.9951 -0.920
C -0.0224 0.0160 -1.8638 0.036
H -1.1722 -2.2313 -0.5533 0.395
H -0.9985 0.7998 0.7139 -0.114
C 0.3574 -2.0703 0.9630 -1.180
H -2.8979 4.0936 -0.6897 0.292
N 1.9198 -0.3208 -2.6898 0.082
H -1.9914 0.1347 -2.7485 0.520
N 2.2100 -0.6945 3.9622 -0.554
H -2.7095 4.2666 -2.4359 0.309
H 2.2297 0.8996 1.2303 0.728
H 0.0790 1.2344 1.9581 0.459
C -0.3881 0.3594 1.4731 -0.558
H -4.2724 3.8416 -1.7229 0.255
C -3.1997 3.6845 -1.6711 -0.694
H 2.6684 -0.4648 -3.3586 0.234
O 3.2663 -0.9004 -0.7501 -0.419
C 2.1064 -0.1655 1.3687 0.073
C -1.3363 -0.3367 2.4372 -0.929
C -1.4819 0.3700 -1.7996 -0.771
O -2.9660 2.2797 -1.8370 -0.331
S -2.3135 -1.5943 1.4819 -0.226
C -1.0273 -2.4529 0.4892 -0.587
H -1.9758 -0.2125 -1.0314 0.127
C 2.0759 -0.5141 -1.3370 -1.182
C 0.8562 -0.3301 -0.7164 1.072
C 3.2350 -0.8066 0.5923 0.365
H -0.7876 -0.8460 3.2370 0.404
H 1.1008 -2.7162 0.4186 0.406
C -1.6883 1.8587 -1.6030 0.459
H -2.0131 0.3504 2.9284 0.545
```

Summary:
F_max, eV Å⁻¹: 5.60
Relative energy (zero: lowest compared OMol25 entry of this formula, charge and spin), kJ/mol: 319.12
SMILES string: [H]/N=C1\Oc2[nH]nc(CC(=O)OC)c2C2(CCSCC2)[C@H]1C#N
Total charge: 0
Gap between HOMO and LUMO, eV: 9.351
HOMO, eV: -8.83

(4)
This record from OMol25 describes a structure of composition C4H13NO3 in a non-equilibrium geometry. The level of theory is ωB97M-V with the def2-TZVPD basis set.

```
21
Properties=species:S:1:pos:R:3:mulliken_charge:R:1
O -2.7306 0.8270 1.5494 -0.780
H -1.0940 0.7132 -0.1339 0.221
C 1.0100 -0.2734 0.8100 0.176
N 0.7978 0.0468 -0.4809 -0.314
C 4.5589 0.1927 0.0702 -0.633
C -0.5592 0.1682 -0.9135 -0.274
H -0.5192 0.8087 -1.7805 0.301
H -0.6707 -1.7355 -1.9247 0.346
H -2.1880 -0.8133 -1.5937 0.273
O -4.1225 0.5979 -0.3598 -0.968
H 3.4709 0.0246 0.3400 -0.022
H -5.0455 0.7238 -0.1157 0.144
H 5.2154 -0.6301 0.5051 0.211
H 0.2462 0.1302 1.4664 0.352
H -3.2946 0.9563 2.3732 0.188
H -3.3446 0.6994 0.6661 0.455
H -1.5471 -1.7108 -0.1977 0.300
H 4.3961 0.1458 -0.9864 0.265
C -1.2148 -1.1605 -1.1176 -0.907
H 4.7753 1.2115 0.4122 0.237
O 1.8600 -0.9225 1.4115 -0.571
```

Summary:
F_max, eV Å⁻¹: 2.85
Relative energy (zero: lowest compared OMol25 entry of this formula, charge and spin), kJ/mol: 187.63
⟨S²⟩: 0.759
Total charge: -1
Gap between HOMO and LUMO (alpha / beta), eV: 7.629 / 5.379
Spin multiplicity: 2
HOMO (alpha / beta), eV: -4.03 / -4.03

(5)
This record from OMol25 describes a cluster of 2 separate species, C10H14S2 in total in a non-equilibrium geometry. The level of theory is ωB97M-V with the def2-TZVPD basis set.

```
26
Properties=species:S:1:pos:R:3:mulliken_charge:R:1
H 0.1590 2.1932 1.7669 0.128
H -1.8285 -1.0880 -2.8501 0.248
S -2.3036 -0.7891 -0.5192 -0.067
H -0.6219 -2.1016 -1.9958 0.325
C -0.0062 1.2178 -0.9334 -0.355
C 1.6319 -0.1439 0.1348 -0.361
C 0.2852 0.1268 -0.1248 0.338
H 0.1505 -1.4166 2.4592 0.354
H 3.5525 0.4481 -0.1133 0.444
S -0.0131 1.4071 2.8122 -0.084
C 2.2824 1.6226 -1.3388 -0.467
C -0.4122 -1.6967 1.5388 -1.523
C -1.3950 0.6938 2.1130 -0.951
H 3.0430 2.1258 -1.8960 0.385
H 0.7211 2.6956 -2.2644 0.501
H -0.9390 1.4456 -1.4162 0.355
C -0.8036 -0.6323 0.5035 0.716
C 2.5763 0.5728 -0.4391 -0.653
H -1.2433 -2.1520 2.0523 0.412
H -1.9787 0.0399 2.8232 0.412
H 1.9782 -0.9697 0.7154 0.309
H -2.0122 1.3560 1.6351 0.466
H 0.1822 -2.5069 1.0738 0.369
C 0.9719 1.8989 -1.6607 -0.824
H -2.3395 -2.5637 -2.1178 0.365
C -1.6373 -1.7835 -1.9585 -0.844
```

Summary:
F_max, eV Å⁻¹: 5.11
⟨S²⟩: 2.029
Total charge: 0
Gap between HOMO and LUMO (alpha / beta), eV: 5.875 / 6.859
Spin multiplicity: 3
HOMO (alpha / beta), eV: -5.16 / -8.70

(6)
This record from OMol25 describes the molecule C9H18N2 in a non-equilibrium geometry. The level of theory is ωB97M-V with the def2-TZVPD basis set.

```
29
Properties=species:S:1:pos:R:3:mulliken_charge:R:1
C -1.1777 2.7038 0.8527 -0.365
C 2.2538 -2.4326 -1.8264 -0.632
H 0.4887 -1.9041 0.9034 0.138
H 0.3641 -2.3083 -3.2748 0.423
H -1.7049 -1.7064 -2.0263 0.130
C 0.8045 -2.1490 -2.3152 -0.158
C 2.2559 -1.8785 -0.3786 -0.628
H 1.5187 0.4280 1.0402 0.376
H -1.4942 0.0052 0.6080 0.117
H 0.4937 1.9598 2.1957 0.372
H 3.0892 -1.1739 -0.4460 0.292
H -1.0578 1.8370 2.7681 0.442
H -2.7408 1.4499 0.6249 0.299
H -0.6486 2.7133 -0.1069 0.224
H 3.0659 -1.9501 -2.4044 0.278
H -3.3062 3.1655 1.2040 0.290
C 0.8723 -1.3271 -0.0550 0.205
C -0.5827 0.2829 1.2707 0.058
H -2.9867 2.8296 -0.3660 0.322
C -2.6487 2.5066 0.5992 -1.070
H -0.5766 -0.4914 2.0973 0.273
N -1.2297 -1.3003 -1.2201 -0.974
H 0.6179 0.9633 -0.2997 0.246
N 0.0936 -1.6464 -1.3426 0.496
H 2.4508 -3.4955 -1.9484 0.273
H -0.9662 3.6726 1.2729 0.396
C -0.5897 1.7355 1.8598 -1.054
C 0.6353 0.1517 0.4158 -1.095
H 2.7063 -2.6412 0.2976 0.330
```

Summary:
F_max, eV Å⁻¹: 3.34
Relative energy (zero: lowest compared OMol25 entry of this formula, charge and spin), kJ/mol: 339.63
Total charge: 0
Gap between HOMO and LUMO, eV: 8.470
HOMO, eV: -7.46

(7)
This record from OMol25 describes a structure of composition C15H23BMgN6Si in a non-equilibrium geometry. The level of theory is ωB97M-V with the def2-TZVPD basis set.

```
47
Properties=species:S:1:pos:R:3:mulliken_charge:R:1
N -0.1960 1.8247 -1.1603 -0.013
H 0.4986 -2.8697 0.5946 0.363
C 2.4401 -0.9170 -3.4119 -0.045
H 2.4390 0.4060 5.4548 0.317
C 2.5375 -1.4170 -1.2414 -0.061
H -2.4599 0.3908 5.4457 0.315
N 1.4680 -0.6100 -1.4148 -0.704
C 0.2151 0.2645 3.3294 -0.905
C -0.3283 3.0825 -0.6967 -0.125
C 0.1451 -0.0157 2.1146 0.222
C 3.1804 -1.6367 -2.4772 -1.053
H 4.0603 -2.2282 -2.6719 0.422
C -2.6751 -1.3075 -2.4875 -0.135
N -1.5367 -0.6534 -2.1423 -0.530
N 0.0539 1.9279 -2.5325 0.062
H 0.0990 3.5318 -3.9598 0.454
C -0.2534 3.9957 -1.7705 -0.980
C 0.0088 -1.7218 5.7691 -0.960
H -0.4387 3.3404 0.3544 0.478
C -0.0190 3.2230 -2.9187 -0.035
C -2.8727 -1.2410 -3.8861 -0.801
H -3.6745 -1.6531 -4.4813 0.445
H -0.8561 -2.2948 5.4139 0.323
H 2.8356 -1.8185 -0.2745 0.546
H 1.5755 1.9400 5.4458 0.323
B 0.3293 0.6229 -3.3500 -0.018
H 0.0193 -1.1295 1.3170 0.514
H 2.5196 -0.8307 -4.4884 0.463
C -1.5577 0.8965 5.8099 -0.935
C -1.7780 -0.5320 -4.3743 0.067
H -0.0045 -1.8072 6.8633 0.325
H 0.6088 0.9223 -4.4711 -0.044
H 1.6079 0.9438 6.9213 0.331
C -0.3565 -2.2020 0.7516 -0.590
H -1.6000 1.9292 5.4472 0.330
H -0.3256 5.0690 -1.7308 0.425
H -0.8734 -2.0035 -0.2010 0.271
H -1.0593 -2.5644 1.5100 0.427
C 1.5471 0.9165 5.8307 -0.949
N -1.0006 -0.1889 -3.3308 0.435
H 0.9012 -2.2667 5.4387 0.331
H -1.4626 -0.2472 -5.3704 0.475
H -1.6241 0.9309 6.9043 0.314
Mg -0.2360 0.0014 -0.2495 0.942
H -3.3274 -1.8121 -1.7718 0.473
Si 0.0129 0.0805 5.1967 0.167
N 1.4517 -0.2739 -2.7592 0.324
```

Summary:
F_max, eV Å⁻¹: 3.24
Relative energy (zero: lowest compared OMol25 entry of this formula, charge and spin), kJ/mol: 0.00
Total charge: +2
Gap between HOMO and LUMO (alpha / beta), eV: 4.041 / 5.791
HOMO (alpha / beta), eV: -15.15 / -15.32

(8)
This record from OMol25 describes the molecule C2H2N2O2 in a non-equilibrium geometry. The level of theory is ωB97M-V with the def2-TZVPD basis set.

```
8
Properties=species:S:1:pos:R:3:mulliken_charge:R:1
C 0.3241 1.3799 1.1848 -0.368
C -0.7450 -1.5595 -1.5900 0.522
O -1.3604 -2.1813 -2.3539 -0.398
N -0.2507 -0.7845 -0.7879 -0.097
H -0.7643 1.5307 0.8823 0.262
O 1.1051 0.3779 0.7407 -0.089
H 0.7844 1.8178 2.0062 0.332
N 0.9067 -0.5810 -0.0823 -0.163
```

Summary:
F_max, eV Å⁻¹: 4.45
Relative energy (zero: lowest compared OMol25 entry of this formula, charge and spin), kJ/mol: 595.29
Total charge: 0
Gap between HOMO and LUMO (alpha / beta), eV: 8.606 / 8.396
HOMO (alpha / beta), eV: -8.60 / -8.59